ORCA calculation (wB97M-V/def2-TZVPD) on an isolated molecule of C17H21F3N4O2S in a non-equilibrium geometry.

Cartesian coordinates (Å):
O -1.3202 -1.5263 2.9253
F -6.9100 0.6145 3.0870
F -5.8157 -1.1626 3.9480
F -6.4275 -1.2885 1.9544
N 1.4619 -1.7383 -1.2386
N 3.1816 -0.5187 -0.1821
O 4.8075 0.5749 -3.1429
S -4.2980 0.2502 2.5749
C -1.1877 -0.9369 1.8617
C 2.1399 -1.0604 -2.0863
C 3.1735 -0.2592 -1.4746
C -4.0793 -0.8555 -1.3250
C -2.8622 -1.4289 -1.4995
C -4.5338 -0.3670 0.0030
C -2.0263 -1.5399 -0.4176
C -3.6349 -0.4993 1.0691
C -2.3128 -0.9366 0.8360
N 2.1430 -1.4826 -0.1143
N 0.0418 -0.2843 1.6785
C -6.0163 -0.4173 2.9099
C -0.5164 2.1448 1.0958
C 2.8083 1.8632 -2.8235
C 4.4791 1.8295 -0.9918
C 0.1622 0.8922 0.8449
C 1.6602 -2.1224 1.1394
C 1.2601 -1.0319 2.1824
C 3.8814 0.9141 -2.1057
H 5.3310 1.2766 -3.4882
H 1.9768 -0.8698 -3.1456
H -4.6653 -0.8095 -2.2959
H -2.6900 -2.0481 -2.3780
H -5.4196 0.2229 0.0365
H -1.0269 -2.0443 -0.6195
H -0.0988 2.6613 1.9872
H -1.6350 2.0603 1.3402
H -0.2680 2.7790 0.2101
H 2.8321 1.8075 -3.8733
H 3.0333 2.8269 -2.6257
H 1.8013 1.6753 -2.5047
H 3.7334 2.0736 -0.1870
H 5.3532 1.3894 -0.3985
H 4.7766 2.8257 -1.3121
H -0.1007 0.6016 -0.1482
H 1.2332 1.0751 0.5647
H 2.4593 -2.5684 1.7496
H 0.8408 -2.8398 0.9325
H 2.0413 -0.2745 2.2719
H 1.2326 -1.4476 3.1752

Computed properties:
* E_LUMO: 0.496 eV
* gap between HOMO and LUMO: 9.46 eV
* HOMO energy: -8.96 eV
* multiplicity: 1
* energy above the lowest of the compared OMol25 structures with the same formula, charge and spin: 74.07 kcal per mole
* net charge: 0

In elementary charge units, the Löwdin charges are: number 1, O, carries 0.072; number 2, F, carries 0.076; number 3, F, carries 0.111; number 4, F, carries 0.085; number 5, N, carries 0.119; number 6, N, carries 0.202; number 7, O, carries -0.009; number 8, S, carries 1.037; number 9, C, carries -0.399; number 10, C, carries -0.109; number 11, C, carries -0.228; number 12, C, carries -0.056; number 13, C, carries -0.125; number 14, C, carries -0.075; number 15, C, carries -0.033; number 16, C, carries -0.442; number 17, C, carries -0.126; number 18, N, carries -0.170; number 19, N, carries -0.030; number 20, C, carries -0.829; number 21, C, carries -0.090; number 22, C, carries -0.002; number 23, C, carries -0.052; number 24, C, carries -0.296; number 25, C, carries -0.083; number 26, C, carries -0.107; number 27, C, carries -0.479; number 28, H, carries 0.082; number 29, H, carries 0.122; number 30, H, carries 0.122; number 31, H, carries 0.113; number 32, H, carries 0.090; number 33, H, carries 0.117; number 34, H, carries 0.084; number 35, H, carries 0.100; number 36, H, carries 0.096; number 37, H, carries 0.070; number 38, H, carries 0.029; number 39, H, carries 0.074; number 40, H, carries 0.086; number 41, H, carries 0.105; number 42, H, carries 0.070; number 43, H, carries 0.092; number 44, H, carries 0.120; number 45, H, carries 0.116; number 46, H, carries 0.128; number 47, H, carries 0.112; number 48, H, carries 0.108

=====

ORCA calculation (wB97M-V/def2-TZVPD) on a structure of composition C17H21FFeO6 in a non-equilibrium geometry.

Cartesian coordinates (Å):
C -4.5342 0.1490 0.6046
C -3.3772 -0.7252 1.0216
O -2.3511 0.1883 1.4387
C -1.2162 -0.4406 1.7892
C -0.0825 0.5821 2.0207
F -0.0471 1.2890 0.8004
C 1.2034 -0.2605 2.1029
O 1.3307 -1.2257 2.8395
O 2.1738 0.2146 1.3106
C 3.3214 -0.6699 1.1868
C 4.4562 0.1960 0.7028
O -1.1237 -1.6443 1.7758
H -5.3880 -0.4852 0.3301
H -4.8357 0.8141 1.4240
H -4.2651 0.7622 -0.2659
H -3.6376 -1.3775 1.8638
H -3.0059 -1.3370 0.1876
H 3.5319 -1.1138 2.1679
H 3.0559 -1.4491 0.4614
H 5.3326 -0.4086 0.4625
H 4.1720 0.7593 -0.1890
H 4.7420 0.8960 1.4945
C -1.7162 1.8176 3.5461
C -0.2612 1.6208 3.1480
C 0.6316 1.3858 4.3927
Fe 0.5694 2.5007 6.1694
C 1.7113 1.1682 6.7621
O 2.1617 0.2069 7.2347
C -0.9531 1.5472 6.6714
O -1.7781 0.8640 7.1230
C 1.9443 3.9696 6.3564
C 1.3052 3.6402 7.6064
C -0.1004 3.8723 7.4544
C -0.3302 4.3432 6.1104
C 0.9364 4.4033 5.4384
H -2.3197 1.8723 2.6403
H -2.0895 0.9878 4.1630
H -1.8321 2.7440 4.1237
H 0.1021 2.5625 2.7157
H 0.6321 0.3055 4.6101
H 1.6660 1.6678 4.1337
H 3.0116 3.9757 6.1724
H 1.8138 3.3347 8.5104
H -0.8311 3.8001 8.2472
H -1.2686 4.7269 5.7232
H 1.1225 4.8368 4.4621

Computed properties:
* E_LUMO (spin up / spin down): 0.464 / -0.996 eV
* gap between HOMO and LUMO (spin up / spin down): 6.85 / 7.87 eV
* HOMO energy (spin up / spin down): -6.39 / -8.86 eV
* multiplicity: 5
* energy above the lowest of the compared OMol25 structures with the same formula, charge and spin: 0.00 kcal per mole
* net charge: 0

In elementary charge units, the Löwdin charges are: number 1, C, carries -0.069; number 2, C, carries -0.214; number 3, O, carries -0.037; number 4, C, carries -0.384; number 5, C, carries -0.216; number 6, F, carries 0.045; number 7, C, carries -0.411; number 8, O, carries 0.114; number 9, O, carries 0.014; number 10, C, carries -0.199; number 11, C, carries -0.073; number 12, O, carries 0.148; number 13, H, carries 0.081; number 14, H, carries 0.081; number 15, H, carries 0.084; number 16, H, carries 0.132; number 17, H, carries 0.133; number 18, H, carries 0.123; number 19, H, carries 0.134; number 20, H, carries 0.078; number 21, H, carries 0.081; number 22, H, carries 0.080; number 23, C, carries -0.057; number 24, C, carries -0.306; number 25, C, carries -0.171; number 26, Fe, carries 0.317; number 27, C, carries -0.075; number 28, O, carries 0.165; number 29, C, carries -0.061; number 30, O, carries 0.159; number 31, C, carries -0.166; number 32, C, carries -0.195; number 33, C, carries -0.192; number 34, C, carries -0.153; number 35, C, carries -0.134; number 36, H, carries 0.077; number 37, H, carries 0.092; number 38, H, carries 0.073; number 39, H, carries 0.145; number 40, H, carries 0.067; number 41, H, carries 0.076; number 42, H, carries 0.122; number 43, H, carries 0.125; number 44, H, carries 0.125; number 45, H, carries 0.120; number 46, H, carries 0.123

=====

ORCA calculation (wB97M-V/def2-TZVPD) on a cluster of 2 separate species, C17H21FN2O7 in total in a non-equilibrium geometry.

Cartesian coordinates (Å):
C -0.5277 1.4534 -1.9297
O -0.1007 1.4625 -0.5299
C 0.2839 0.1445 -0.0234
C -0.6911 -0.2556 1.2755
C -0.1272 -0.5421 2.6555
O 1.3327 -0.4504 2.8060
C 1.7294 0.3054 4.0038
C 2.9650 1.3611 3.7840
C 4.2759 0.7356 3.0105
O 3.4433 1.7314 5.1561
C -1.2101 -0.9704 3.8092
O -0.9878 -1.0035 5.1330
C -2.7554 -1.4043 3.3399
C -3.3219 -1.1294 1.9889
C -4.8543 -1.5155 1.4985
O -5.1168 -2.5265 0.6286
N -6.0169 -0.6544 2.0280
C -5.7700 0.8171 1.7510
O -6.0141 1.4026 0.5485
F -5.2788 1.7650 2.8188
C -2.3093 -0.3570 0.9186
O -2.8817 0.1031 -0.1967
H -0.4309 0.4341 -2.4912
H -1.6775 1.7644 -1.9491
H 0.1098 2.2380 -2.5401
H 1.4282 0.2015 0.2808
H 0.1804 -0.7457 -0.7719
H 0.7893 0.9065 4.4056
H 1.9646 -0.5050 4.8491
H 2.5490 2.3485 3.2980
H 4.6973 1.6111 2.3207
H 5.1283 0.4971 3.7848
H 3.9889 -0.1877 2.3257
H 4.1105 2.4755 5.0853
H -3.4374 -1.9465 4.1372
H -6.1135 -0.7652 3.0631
C 2.4670 -0.0916 -6.8506
C 1.8715 -1.3915 -6.3193
C 0.7792 -1.1616 -5.2730
C 1.3581 -0.4155 -4.0818
N 1.8384 0.2033 -3.0938
H 2.9601 0.4806 -6.0586
H 3.2214 -0.3038 -7.6150
H 1.6925 0.5394 -7.3015
H 2.6762 -2.0006 -5.8895
H 1.4509 -1.9585 -7.1572
H 0.3755 -2.1215 -4.9342
H -0.0444 -0.5780 -5.6983

Computed properties:
* E_LUMO: -2.298 eV
* gap between HOMO and LUMO: 7.29 eV
* HOMO energy: -9.59 eV
* multiplicity: 1
* net charge: 0

In elementary charge units, the Löwdin charges are: number 1, C, carries -0.153; number 2, O, carries -0.227; number 3, C, carries -0.147; number 4, C, carries 0.062; number 5, C, carries -0.056; number 6, O, carries -0.129; number 7, C, carries -0.130; number 8, C, carries -0.321; number 9, C, carries -0.070; number 10, O, carries -0.131; number 11, C, carries -0.139; number 12, O, carries -0.022; number 13, C, carries 0.079; number 14, C, carries -0.014; number 15, C, carries -0.176; number 16, O, carries 0.031; number 17, N, carries 0.108; number 18, C, carries -0.190; number 19, O, carries 0.026; number 20, F, carries -0.036; number 21, C, carries -0.119; number 22, O, carries 0.005; number 23, H, carries 0.059; number 24, H, carries 0.104; number 25, H, carries 0.100; number 26, H, carries 0.142; number 27, H, carries 0.132; number 28, H, carries 0.147; number 29, H, carries 0.161; number 30, H, carries 0.154; number 31, H, carries 0.089; number 32, H, carries 0.091; number 33, H, carries 0.090; number 34, H, carries 0.108; number 35, H, carries 0.138; number 36, H, carries 0.136; number 37, C, carries -0.115; number 38, C, carries -0.277; number 39, C, carries -0.186; number 40, C, carries -0.144; number 41, N, carries 0.138; number 42, H, carries 0.070; number 43, H, carries 0.074; number 44, H, carries 0.079; number 45, H, carries 0.113; number 46, H, carries 0.110; number 47, H, carries 0.115; number 48, H, carries 0.119

=====

ORCA calculation (wB97M-V/def2-TZVPD) on a structure of composition C17H21GeHfIN3O2Se.

Cartesian coordinates (Å):
Hf 0.0173 1.3279 -0.5990
O 5.5481 -0.3010 4.3111
N 4.3561 -0.1940 4.3600
O 3.6572 -0.1795 5.3464
C 3.6567 -0.0565 3.0454
C 4.2912 -0.5849 1.9806
C 3.6808 -0.5847 0.6923
C 4.2858 -1.1658 -0.4423
C 3.6263 -1.1553 -1.6492
C 2.3705 -0.5680 -1.7289
N 1.7687 0.0012 -0.6758
C 2.4180 -0.0045 0.5389
C 1.7707 0.6037 1.6772
N 0.5417 1.1957 1.4638
C -0.1191 1.7359 2.5053
C 0.4154 1.7512 3.7780
C 1.6579 1.1965 4.0049
C 2.3675 0.5750 2.9482
H 5.2688 -1.0314 2.1200
H 5.2654 -1.6212 -0.3552
H 4.0641 -1.5949 -2.5346
H 1.8348 -0.5563 -2.6721
H -1.0818 2.1915 2.2982
H -0.1381 2.2146 4.5828
H 2.0908 1.2278 4.9937
C -1.5981 -1.8869 -0.6157
Ge -3.1085 -1.3013 -1.7560
C -4.5971 -2.5424 -1.8594
C -2.4393 -0.6795 -3.4908
C -3.8075 0.2945 -0.7111
Se -2.6097 1.8360 -0.7291
C -3.0305 2.7711 -2.4078
H -1.0729 -2.7397 -1.0461
H -1.9405 -2.1651 0.3808
H -0.8259 -1.1006 -0.4906
H -4.2985 -3.4671 -2.3529
H -5.4052 -2.0956 -2.4367
H -4.9655 -2.7929 -0.8656
H -2.0053 -1.5190 -4.0357
H -1.6582 0.0856 -3.4091
H -3.2481 -0.2826 -4.1033
H -3.9261 0.0593 0.3478
H -4.7619 0.6918 -1.0579
H -3.3320 2.0148 -3.1267
H -2.1473 3.3093 -2.7395
H -3.8373 3.4602 -2.1741
I 1.0008 3.6270 -1.3101

Computed properties:
* E_LUMO: -11.390 eV
* gap between HOMO and LUMO: 7.26 eV
* HOMO energy: -18.65 eV
* multiplicity: 1
* energy above the lowest of the compared OMol25 structures with the same formula, charge and spin: 0.00 kcal per mole
* net charge: +3

In elementary charge units, the Löwdin charges are: number 1, Hf, carries 1.053; number 2, O, carries 0.166; number 3, N, carries -0.329; number 4, O, carries 0.126; number 5, C, carries -0.022; number 6, C, carries 0.113; number 7, C, carries -0.083; number 8, C, carries 0.101; number 9, C, carries 0.032; number 10, C, carries -0.054; number 11, N, carries -0.083; number 12, C, carries -0.137; number 13, C, carries -0.121; number 14, N, carries -0.093; number 15, C, carries -0.052; number 16, C, carries 0.040; number 17, C, carries 0.116; number 18, C, carries -0.018; number 19, H, carries 0.158; number 20, H, carries 0.158; number 21, H, carries 0.145; number 22, H, carries 0.139; number 23, H, carries 0.128; number 24, H, carries 0.147; number 25, H, carries 0.138; number 26, C, carries -0.192; number 27, Ge, carries 0.795; number 28, C, carries -0.182; number 29, C, carries -0.208; number 30, C, carries -0.507; number 31, Se, carries 0.828; number 32, C, carries -0.267; number 33, H, carries 0.047; number 34, H, carries 0.047; number 35, H, carries -0.063; number 36, H, carries 0.043; number 37, H, carries 0.044; number 38, H, carries 0.041; number 39, H, carries 0.042; number 40, H, carries -0.005; number 41, H, carries 0.042; number 42, H, carries 0.033; number 43, H, carries 0.047; number 44, H, carries 0.037; number 45, H, carries 0.022; number 46, H, carries 0.059; number 47, I, carries 0.531

=====

ORCA calculation (wB97M-V/def2-TZVPD) on a structure of composition C17H21HfN3O3 in a non-equilibrium geometry.

Cartesian coordinates (Å):
N -0.7348 2.4434 0.1700
C -0.5262 3.5826 0.3115
C -0.1185 4.9572 0.3172
H -0.9877 5.6138 0.1640
H 0.6082 5.1099 -0.5021
H 0.3657 5.1935 1.2775
N 3.3867 -2.1732 0.6338
C 4.1164 -2.6680 -0.1238
C 5.1208 -3.3404 -0.9387
H 5.4958 -2.6803 -1.7353
H 4.7001 -4.2437 -1.4065
H 5.9579 -3.6391 -0.2872
N -2.5309 -0.3252 0.1670
C -3.4882 -0.9724 0.3127
C -4.5827 -1.8992 0.3301
H -4.4138 -2.6432 1.1245
H -4.6278 -2.4079 -0.6503
H -5.5327 -1.3724 0.5083
Hf -0.5379 0.3469 -0.7485
C -0.1650 -2.0431 0.0204
O -0.2947 -3.1165 0.3909
C 1.8023 0.9839 0.0251
O 2.7289 1.5300 0.4140
C 0.4187 1.4052 -2.4794
C -0.9867 1.4848 -2.5982
C -1.7550 0.2934 -2.6016
C -1.1067 -0.9510 -2.4859
C 0.2929 -1.0219 -2.2626
C 1.0548 0.1520 -2.2607
H 1.0271 2.3105 -2.5906
H -1.4868 2.4459 -2.7647
H -2.8370 0.3563 -2.7749
H -1.6849 -1.8812 -2.6093
H 0.8236 -1.9784 -2.1470
H 2.1429 0.0596 -2.1426
C 0.8687 -0.5582 3.5004
C -0.0599 0.0412 2.4957
C -1.2725 0.8240 2.8213
O 0.2339 -0.1474 1.2811
H 0.5198 -0.3306 4.5088
H 1.8850 -0.1640 3.3590
H 0.9253 -1.6474 3.3624
H -1.1982 1.8221 2.3486
H -2.1527 0.3432 2.3531
H -1.3940 0.9056 3.9127

Computed properties:
* E_LUMO: -17.053 eV
* gap between HOMO and LUMO: 4.33 eV
* HOMO energy: -21.39 eV
* multiplicity: 1
* energy above the lowest of the compared OMol25 structures with the same formula, charge and spin: 74.52 kcal per mole
* net charge: +4

In elementary charge units, the Löwdin charges are: number 1, N, carries 0.107; number 2, C, carries -0.076; number 3, C, carries 0.045; number 4, H, carries 0.142; number 5, H, carries 0.138; number 6, H, carries 0.141; number 7, N, carries 0.107; number 8, C, carries -0.262; number 9, C, carries -0.042; number 10, H, carries 0.098; number 11, H, carries 0.103; number 12, H, carries 0.117; number 13, N, carries 0.108; number 14, C, carries -0.077; number 15, C, carries 0.046; number 16, H, carries 0.141; number 17, H, carries 0.138; number 18, H, carries 0.143; number 19, Hf, carries 1.535; number 20, C, carries 0.028; number 21, O, carries 0.271; number 22, C, carries 0.028; number 23, O, carries 0.270; number 24, C, carries -0.059; number 25, C, carries -0.070; number 26, C, carries -0.073; number 27, C, carries -0.064; number 28, C, carries -0.119; number 29, C, carries -0.117; number 30, H, carries 0.187; number 31, H, carries 0.183; number 32, H, carries 0.184; number 33, H, carries 0.191; number 34, H, carries 0.174; number 35, H, carries 0.172; number 36, C, carries 0.072; number 37, C, carries -0.339; number 38, C, carries 0.030; number 39, O, carries -0.283; number 40, H, carries 0.115; number 41, H, carries 0.132; number 42, H, carries 0.132; number 43, H, carries 0.085; number 44, H, carries 0.086; number 45, H, carries 0.129